# C22H46O14S7

6 unconnected molecules or ions with the total composition C22H46O14S7 (ωB97M-V/def2-TZVPD, the OMol25 dataset).

Last columns: bonded neighbours and bond lengths (Å).
Geometry (Å):
1 C 0.6029 0.8903 -0.0982  O2 1.446, H9 1.119, H10 1.119, H11 1.127
2 O 0.8812 -0.5192 -0.2659  C1 1.446, C3 1.404
3 C -0.1633 -1.3340 0.1996  O2 1.404, O4 1.440, H12 1.131, H13 1.133
4 O -1.4746 -0.8126 -0.0857  C3 1.440, S5 1.669
5 S -2.6026 -2.0354 -0.2245  O4 1.669, O6 1.488, O7 1.722
6 O -2.8331 -2.3738 -1.6549  S5 1.488
7 O -4.0772 -1.2944 0.2683  S5 1.722, S8 1.731
8 S -3.8374 0.3697 0.6823  O7 1.731, H14 1.382
9 H -0.1142 1.1299 0.7268  C1 1.119
10 H 0.2941 1.2975 -1.0942  C1 1.119
11 H 1.5826 1.3805 0.1657  C1 1.127
12 H -0.0508 -2.3333 -0.3181  C3 1.131
13 H -0.0036 -1.5541 1.2993  C3 1.133
14 H -4.7041 1.0880 -0.1202  S8 1.382
15 C -2.0977 2.0215 5.9409  C16 1.532, C21 1.524, H22 1.090, H23 1.093
16 C -3.6056 2.1462 6.1830  C15 1.532, C17 1.532, H24 1.094, H25 1.091
17 C -4.1193 3.2964 5.3106  C16 1.532, S18 1.791, H26 1.089, H27 1.090
18 S -3.0177 3.3826 3.9008  C17 1.791, O19 1.443, O20 1.446, C21 1.784
19 O -2.3027 4.6349 3.9504  S18 1.443
20 O -3.7225 2.9476 2.7155  S18 1.446
21 C -1.9185 2.0805 4.4288  C15 1.524, S18 1.784, H28 1.089, H29 1.093
22 H -1.6952 1.0980 6.3578  C15 1.090
23 H -1.5770 2.8594 6.4126  C15 1.093
24 H -4.0993 1.2146 5.8908  C16 1.094
25 H -3.8319 2.3200 7.2360  C16 1.091
26 H -5.1356 3.1171 4.9626  C17 1.089
27 H -4.0697 4.2508 5.8349  C17 1.090
28 H -0.8987 2.3115 4.1261  C21 1.089
29 H -2.2515 1.1534 3.9560  C21 1.093
30 C 1.3145 -1.7688 4.4752  C31 1.531, C36 1.524, H37 1.091, H38 1.094
31 C 2.2137 -1.9479 5.7017  C30 1.531, C32 1.532, H39 1.094, H40 1.091
32 C 2.2948 -0.5939 6.4131  C31 1.532, S33 1.791, H41 1.089, H42 1.090
33 S 0.7681 0.2619 6.0352  C32 1.791, O34 1.443, O35 1.445, C36 1.786
34 O 1.0773 1.4228 5.2351  S33 1.443
35 O -0.0373 0.3420 7.2318  S33 1.445
36 C 0.0935 -0.9996 4.9656  C30 1.524, S33 1.786, H43 1.089, H44 1.091
37 H 1.0338 -2.7267 4.0350  C30 1.091
38 H 1.8417 -1.1876 3.7127  C30 1.094
39 H 1.7712 -2.6903 6.3719  C31 1.094
40 H 3.2059 -2.3070 5.4259  C31 1.091
41 H 2.3843 -0.7094 7.4921  C32 1.089
42 H 3.1203 0.0088 6.0343  C32 1.090
43 H -0.4760 -0.5372 4.1603  C36 1.089
44 H -0.5564 -1.6354 5.5693  C36 1.091
45 C 1.0688 -0.1289 -6.1348  C46 1.531, C51 1.524, H52 1.091, H53 1.094
46 C -0.0329 -0.3715 -5.0993  C45 1.531, C47 1.531, H54 1.094, H55 1.091
47 C 0.3670 0.3706 -3.8210  C46 1.531, S48 1.792, H56 1.089, H57 1.091
48 S 1.3806 1.7533 -4.3413  C47 1.792, O49 1.445, O50 1.444, C51 1.786
49 O 2.7212 1.5547 -3.8399  S48 1.445
50 O 0.6554 2.9835 -4.1282  S48 1.444
51 C 1.3627 1.3660 -6.0842  C45 1.524, S48 1.786, H58 1.089, H59 1.091
52 H 0.7626 -0.4430 -7.1333  C45 1.091
53 H 1.9636 -0.6956 -5.8616  C45 1.094
54 H -0.9795 0.0268 -5.4754  C46 1.094
55 H -0.1794 -1.4351 -4.9068  C46 1.091
56 H -0.5029 0.7446 -3.2829  C47 1.089
57 H 0.9682 -0.2586 -3.1633  C47 1.091
58 H 2.3185 1.6323 -6.5326  C51 1.089
59 H 0.5580 1.9414 -6.5444  C51 1.091
60 C -3.6042 -5.2644 -3.2908  C61 1.531, C66 1.523, H67 1.090, H68 1.094
61 C -4.5594 -6.3922 -3.6919  C60 1.531, C62 1.532, H69 1.094, H70 1.091
62 C -3.7702 -7.3744 -4.5627  C61 1.532, S63 1.791, H71 1.089, H72 1.090
63 S -2.0610 -7.2413 -4.0427  C62 1.791, O64 1.444, O65 1.445, C66 1.785
64 O -1.2882 -6.6993 -5.1355  S63 1.444
65 O -1.6744 -8.4527 -3.3571  S63 1.445
66 C -2.3218 -5.9500 -2.8378  C60 1.523, S63 1.785, H73 1.089, H74 1.091
67 H -4.0229 -4.6391 -2.5025  C60 1.090
68 H -3.4020 -4.6268 -4.1559  C60 1.094
69 H -4.9175 -6.9027 -2.7933  C61 1.094
70 H -5.4337 -6.0115 -4.2219  C61 1.091
71 H -4.1090 -8.4000 -4.4241  C62 1.089
72 H -3.8224 -7.1057 -5.6178  C62 1.090
73 H -1.4616 -5.2831 -2.8178  C66 1.089
74 H -2.4522 -6.4250 -1.8641  C66 1.091
75 C 5.1633 4.7339 -3.1549  C76 1.532, C81 1.523, H82 1.091, H83 1.094
76 C 5.7838 5.7557 -2.1976  C75 1.532, C77 1.531, H84 1.094, H85 1.091
77 C 5.1015 5.5828 -0.8375  C76 1.531, S78 1.792, H86 1.089, H87 1.090
78 S 4.5804 3.8704 -0.7533  C77 1.792, O79 1.444, O80 1.445, C81 1.785
79 O 3.1374 3.8298 -0.7241  S78 1.444
80 O 5.3866 3.1737 0.2233  S78 1.445
81 C 5.1293 3.4171 -2.3898  C75 1.523, S78 1.785, H88 1.089, H89 1.091
82 H 5.7356 4.6451 -4.0793  C75 1.091
83 H 4.1462 5.0414 -3.4149  C75 1.094
84 H 6.8553 5.5589 -2.0998  C76 1.094
85 H 5.6714 6.7762 -2.5672  C76 1.091
86 H 5.7830 5.7920 -0.0143  C77 1.089
87 H 4.2134 6.2090 -0.7523  C77 1.090
88 H 4.4461 2.6874 -2.8214  C81 1.089
89 H 6.1291 2.9889 -2.2983  C81 1.091

- orbital gap (eV) = 9.59
- M (g mol⁻¹) = 759.07